[1]
A cluster of 4 separate species, C64H46NO13P in total at a distorted geometry, computed with ωB97M-V/def2-TZVPD.

- molar mass (g/mol) = 1068.040
- E (eV) = -104507.17663
- HOMO level (eV) = -9.42

```
125
C64H46NO13P ωB97M-V/def2-TZVPD
O -1.27 -3.53 2.20
C -2.06 -3.90 1.37
O -2.63 -3.06 0.44
C -1.82 -3.07 -0.75
C -2.35 -2.03 -1.78
C -1.27 -0.97 -1.95
C -0.10 -1.24 -2.67
C 0.06 -2.60 -3.33
C -0.64 -2.62 -4.74
C -1.34 -3.93 -5.01
C -0.66 -5.02 -5.53
C -1.29 -6.20 -5.80
C -2.65 -6.36 -5.56
C -3.34 -5.29 -5.05
C -2.70 -4.10 -4.79
C 0.88 -0.25 -2.75
C 2.20 -0.45 -3.47
C 1.95 -0.88 -4.95
C 3.26 -1.01 -5.78
O 2.37 -2.17 -5.25
C 0.69 0.99 -2.13
P 1.97 2.30 -2.20
O 2.27 2.73 -3.59
C -0.47 1.24 -1.44
C -1.45 0.25 -1.34
C -2.59 0.78 -0.47
O -3.46 0.21 0.13
N -2.35 2.19 -0.49
O -3.22 2.83 -1.42
C -0.96 2.46 -0.65
O -0.36 3.40 -0.20
H -2.37 -4.96 1.36
H -1.74 -4.07 -1.19
H -0.80 -2.79 -0.45
H -2.60 -2.50 -2.73
H -3.22 -1.57 -1.30
H -0.45 -3.37 -2.75
H 1.11 -2.86 -3.46
H -1.36 -1.80 -4.84
H 0.08 -2.49 -5.55
H 0.40 -4.97 -5.76
H -0.74 -7.03 -6.23
H -3.12 -7.31 -5.80
H -4.40 -5.42 -4.87
H -3.32 -3.29 -4.41
H 2.83 -1.23 -3.04
H 2.76 0.48 -3.64
H 1.08 -0.48 -5.46
H 4.14 -1.45 -5.32
H 3.24 -1.43 -6.78
H 3.12 1.78 -1.56
H 1.57 3.43 -1.47
H -3.84 2.15 -1.71
C -3.14 1.21 3.30
C -2.04 1.83 2.73
C -1.82 3.18 2.93
C -2.72 3.92 3.69
C -3.84 3.30 4.24
C -4.04 1.94 4.05
C -4.84 4.09 5.02
O -5.82 3.55 5.50
C -4.62 5.55 5.19
C -5.57 6.31 5.86
C -5.37 7.67 6.03
C -4.22 8.27 5.54
C -3.27 7.52 4.86
C -3.47 6.16 4.67
C -2.47 5.37 3.92
O -1.46 5.90 3.48
H -3.30 0.15 3.15
H -1.34 1.26 2.13
H -0.96 3.67 2.49
H -4.91 1.46 4.49
H -6.46 5.84 6.25
H -6.11 8.26 6.55
H -4.06 9.34 5.68
H -2.38 7.99 4.48
C 0.14 5.00 6.34
C 1.44 4.62 6.69
C 1.89 4.80 7.98
C 1.05 5.38 8.93
C -0.24 5.78 8.57
C -0.69 5.58 7.28
C -1.13 6.45 9.56
O -2.25 6.79 9.25
C -0.61 6.68 10.94
C -1.41 7.35 11.86
C -0.95 7.57 13.15
C 0.31 7.11 13.52
C 1.11 6.45 12.61
C 0.66 6.24 11.31
C 1.54 5.56 10.33
O 2.64 5.16 10.65
H -0.21 4.85 5.33
H 2.09 4.18 5.95
H 2.89 4.50 8.26
H -1.69 5.88 7.00
H -2.39 7.71 11.57
H -1.57 8.09 13.86
H 0.67 7.27 14.53
H 2.09 6.09 12.90
C 4.47 -4.08 -10.18
C 5.29 -4.92 -10.92
C 5.63 -6.17 -10.43
C 5.16 -6.58 -9.19
C 4.36 -5.73 -8.43
C 4.01 -4.48 -8.94
C 3.88 -6.13 -7.08
O 3.18 -5.39 -6.43
C 4.30 -7.46 -6.55
C 3.91 -7.82 -5.27
C 4.28 -9.06 -4.76
C 5.02 -9.94 -5.54
C 5.42 -9.57 -6.82
C 5.06 -8.33 -7.32
C 5.52 -7.94 -8.68
O 6.17 -8.70 -9.36
H 4.20 -3.11 -10.57
H 5.67 -4.60 -11.89
H 6.27 -6.83 -11.01
H 3.37 -3.83 -8.36
H 3.32 -7.14 -4.66
H 3.98 -9.34 -3.76
H 5.30 -10.91 -5.15
H 6.00 -10.25 -7.42
```

Here are the Mulliken charges for atoms 1 to 99, given in e: O -0.4608; C 0.1181; O -0.2981; C -0.9025; C -0.2354; C 0.6649; C 0.9978; C -1.1343; C -0.5813; C -0.6750; C -0.3668; C -0.6010; C -0.4017; C -1.0024; C 0.1189; C 0.3160; C -1.4739; C 0.2257; C -1.0487; O -0.1835; C 0.5278; P 0.4595; O -0.7175; C -0.2383; C -0.1157; C -0.5036; O -0.5165; N 0.6504; O -0.5028; C 0.1362; O -0.5592; H 0.4287; H 0.6293; H 0.4325; H -0.9796; H 0.8434; H 0.4826; H 0.6706; H 0.5213; H 0.4300; H 0.7269; H 0.4266; H 0.3839; H 0.3825; H 0.3891; H 0.4889; H 0.4046; H 0.4267; H 0.2868; H 0.3594; H 0.1370; H 0.0715; H 0.3963; C -0.5830; C -0.5639; C -0.5824; C 0.4467; C 0.2889; C -0.8097; C 0.4834; O -0.6797; C 0.3917; C -0.6571; C -0.5129; C -0.5788; C -0.4355; C 0.0853; C 0.4045; O -0.6913; H 0.4958; H 0.5656; H 0.6275; H 0.4909; H 0.4798; H 0.4264; H 0.4263; H 0.4792; C 0.1561; C -0.8791; C -0.5743; C 0.2583; C -0.0985; C -0.4963; C 0.4844; O -0.6813; C 0.2021; C -0.5181; C -0.4887; C -0.4514; C -0.5647; C 0.1326; C 0.5942; O -0.6706; H 0.3069; H 0.4164; H 0.4746; H 0.6443; H 0.4676; H 0.3979

[2]
A structure of composition C64H48Cl2N4O5SiTi at a distorted geometry, computed with ωB97M-V/def2-TZVPD.

- molar mass (g/mol) = 1099.970
- multiplicity = 2
- energy relative to the best compared isomer or geometry (same formula, charge and spin) (eV) = 5.1451
- total charge = -1
- E (eV) = -139387.49991
- HOMO level (spin up / spin down) (eV) = -2.99 / -3.42

```
125
C64H48Cl2N4O5SiTi ωB97M-V/def2-TZVPD
Ti 0.87 -0.41 0.40
C -6.01 -2.21 -5.22
C -4.67 -2.03 -5.55
C -3.77 -1.61 -4.60
C -4.16 -1.34 -3.27
C -5.51 -1.55 -2.96
C -6.41 -1.98 -3.92
C -3.15 -0.96 -2.33
C -3.30 -0.40 -1.03
C -4.45 0.11 -0.40
C -4.05 0.93 0.62
C -2.64 0.90 0.71
N -2.20 0.07 -0.29
C -1.95 1.56 1.77
C -0.76 1.18 2.41
C -0.36 1.51 3.75
C 0.50 0.53 4.18
C 0.66 -0.40 3.11
C 0.98 -1.77 3.20
C 1.45 -2.32 4.48
C 2.69 -1.97 5.01
C 3.11 -2.50 6.22
C 2.29 -3.35 6.94
C 1.04 -3.67 6.44
C 0.63 -3.17 5.22
C 0.57 -2.63 2.15
N 0.19 -2.09 0.96
C -0.50 -3.03 0.25
C -1.14 -2.68 -0.94
C -2.03 -3.65 -1.63
C -3.17 -4.09 -0.96
C -4.05 -4.96 -1.57
C -3.80 -5.40 -2.85
C -2.66 -4.98 -3.52
C -1.78 -4.11 -2.91
C -0.83 -0.20 -0.77
C -0.62 0.74 -1.96
C -1.12 0.18 -3.06
C -1.74 -1.10 -2.68
N -1.04 -1.46 -1.48
C -0.47 -4.25 0.97
C 0.21 -4.01 2.14
N 0.01 0.11 2.00
C -2.84 2.50 2.49
C -3.31 2.19 3.76
C -4.28 2.96 4.36
C -4.79 4.07 3.71
C -4.30 4.42 2.47
C -3.34 3.64 1.86
H -6.72 -2.54 -5.97
H -4.34 -2.22 -6.56
H -2.73 -1.49 -4.85
H -5.86 -1.41 -1.95
H -7.45 -2.15 -3.65
H -5.47 -0.05 -0.69
H -4.71 1.43 1.30
H -0.73 2.34 4.32
H 0.93 0.43 5.15
H 3.32 -1.29 4.47
H 4.09 -2.23 6.61
H 2.62 -3.75 7.89
H 0.38 -4.31 7.01
H -0.36 -3.40 4.85
H -3.36 -3.72 0.04
H -4.93 -5.29 -1.04
H -4.50 -6.08 -3.33
H -2.46 -5.34 -4.52
H -0.90 -3.78 -3.44
H -0.20 1.72 -1.83
H -1.18 0.61 -4.05
H -0.91 -5.18 0.66
H 0.43 -4.72 2.92
H -2.94 1.30 4.26
H -4.66 2.68 5.34
H -5.59 4.65 4.16
H -4.68 5.30 1.97
H -3.00 3.87 0.86
O 1.61 -1.22 -1.56
H 2.28 -1.91 -1.29
H 2.07 -0.60 -2.15
O 2.61 2.04 2.44
H 2.31 1.61 1.62
H 1.85 2.05 3.03
Cl 4.86 -4.40 1.39
C 4.26 -2.80 1.81
Cl 5.59 -1.68 2.11
C 3.38 -2.20 0.67
O 3.37 -2.77 -0.42
O 2.76 -1.17 0.99
H 3.69 -2.89 2.74
O 1.77 1.15 -0.09
Si 2.57 2.22 -0.96
C 1.73 3.91 -0.69
C 0.57 3.99 0.07
C -0.02 5.21 0.35
C 0.53 6.38 -0.15
C 1.67 6.32 -0.92
C 2.27 5.10 -1.18
C 2.57 1.70 -2.81
C 1.81 2.31 -3.79
C 1.84 1.86 -5.10
C 2.63 0.78 -5.45
C 3.41 0.16 -4.48
C 3.38 0.62 -3.18
C 4.45 2.40 -0.68
C 5.19 3.11 -1.63
C 6.56 3.26 -1.50
C 7.23 2.68 -0.44
C 6.51 1.96 0.50
C 5.13 1.83 0.38
H 0.13 3.08 0.46
H -0.91 5.25 0.97
H 0.07 7.33 0.07
H 2.11 7.22 -1.32
H 3.18 5.06 -1.76
H 1.20 3.16 -3.53
H 1.26 2.36 -5.86
H 2.64 0.42 -6.47
H 4.04 -0.68 -4.75
H 4.03 0.17 -2.44
H 4.69 3.54 -2.48
H 7.11 3.83 -2.24
H 8.30 2.78 -0.35
H 7.02 1.49 1.33
H 4.58 1.29 1.13
```

Here are the Mulliken charges for atoms 1 to 99, given in e: Ti -0.7066; C -0.4473; C -0.9405; C -0.3248; C 0.8003; C -0.2440; C -1.0077; C 0.9261; C 0.9544; C -1.9581; C -1.8092; C 0.9333; N 0.9260; C 1.3517; C 0.5676; C -1.7884; C -1.7357; C 0.5705; C 0.7828; C -0.3885; C 0.0383; C -1.0280; C -0.4728; C -0.8961; C -0.1414; C 0.3767; N 1.1107; C -0.3971; C 0.5458; C 0.1759; C -0.3858; C -1.0115; C -0.4348; C -0.9369; C 0.1266; C 1.9000; C -1.0175; C -1.8419; C -0.6884; N 0.8594; C -1.2211; C -1.4696; N 0.7915; C -0.9245; C 0.0094; C -1.0233; C -0.4341; C -1.2802; C 0.3547; H 0.3953; H 0.3791; H 0.3740; H 0.3504; H 0.3819; H 0.4741; H 0.4686; H 0.7762; H 0.5914; H 0.5104; H 0.4242; H 0.3832; H 0.3931; H 0.5544; H 0.4898; H 0.3898; H 0.4174; H 0.4268; H 0.4784; H 0.3826; H 0.5702; H 0.7430; H 0.7810; H 0.4914; H 0.3978; H 0.3952; H 0.4059; H 0.7409; O -0.3255; H 0.5247; H -0.2817; O -0.7375; H -0.4774; H 0.3470; Cl -0.2117; C 1.5068; Cl -0.2021; C 0.0682; O -0.8711; O -0.6895; H -0.6308; O 1.7544; Si -1.1455; C 0.8430; C -0.2997; C -0.8472; C -0.7601; C -0.7725; C -0.4298; C 1.1113

[3]
A structure of composition C64H50IrN5OP3SSe4Si at a distorted geometry, computed with ωB97M-V/def2-TZVPD.

- molar mass (g/mol) = 1566.270
- multiplicity = 2
- energy relative to the best compared isomer or geometry (same formula, charge and spin) (eV) = 0.3687
- E (eV) = -387486.46604
- HOMO level (spin up / spin down) (eV) = -7.86 / -7.81

```
130
C64H50IrN5OP3SSe4Si ωB97M-V/def2-TZVPD
Ir 0.70 -0.53 -0.31
Se 3.71 1.40 -1.12
P 4.27 -0.70 -0.93
Se 2.63 -2.11 -0.73
C 5.23 -1.06 -2.42
C 6.44 -0.40 -2.60
C 7.17 -0.59 -3.76
C 6.70 -1.46 -4.74
C 5.50 -2.13 -4.56
C 4.75 -1.93 -3.40
C 5.45 -0.94 0.41
C 6.00 -2.21 0.55
C 6.93 -2.46 1.55
C 7.30 -1.43 2.41
C 6.75 -0.17 2.27
C 5.81 0.08 1.28
H 6.81 0.27 -1.83
H 8.11 -0.07 -3.90
H 7.27 -1.61 -5.64
H 5.14 -2.81 -5.31
H 3.81 -2.43 -3.26
H 5.71 -3.01 -0.12
H 7.36 -3.44 1.66
H 8.02 -1.63 3.20
H 7.04 0.62 2.95
H 5.37 1.06 1.18
Se -3.97 3.37 -3.37
P -3.47 3.60 -1.34
C -4.89 3.35 -0.24
C -5.41 2.06 -0.14
C -6.50 1.82 0.67
C -7.09 2.87 1.38
C -6.59 4.15 1.26
C -5.49 4.40 0.45
C -2.72 5.20 -0.91
C -2.48 6.13 -1.91
C -1.85 7.32 -1.60
C -1.45 7.58 -0.30
C -1.69 6.64 0.70
C -2.32 5.45 0.40
C -2.30 2.39 -0.71
C -1.38 1.55 -1.30
N -0.79 0.88 -0.28
N -1.30 1.31 0.87
N -2.21 2.22 0.63
P -0.82 1.24 -2.96
Se 0.82 -0.17 -2.77
C -2.15 0.45 -3.88
C -2.31 0.50 -5.26
C -3.31 -0.24 -5.88
C -4.14 -1.06 -5.12
C -3.96 -1.14 -3.75
C -2.97 -0.39 -3.13
C -0.26 2.85 -3.57
C 0.71 3.43 -2.76
C 1.24 4.67 -3.08
C 0.82 5.32 -4.23
C -0.14 4.74 -5.04
C -0.69 3.51 -4.71
H -4.95 1.25 -0.69
H -6.90 0.82 0.76
H -7.94 2.68 2.02
H -7.05 4.97 1.80
H -5.10 5.41 0.36
H -2.80 5.91 -2.92
H -1.66 8.05 -2.38
H -0.95 8.51 -0.06
H -1.37 6.84 1.72
H -2.48 4.71 1.17
H -1.66 1.11 -5.88
H -3.43 -0.18 -6.95
H -4.92 -1.63 -5.61
H -4.60 -1.78 -3.15
H -2.85 -0.46 -2.06
H 1.04 2.92 -1.86
H 1.99 5.12 -2.44
H 1.24 6.29 -4.49
H -0.49 5.26 -5.93
H -1.48 3.11 -5.33
S -1.55 -4.29 -1.83
C -0.38 -3.08 -1.58
N -0.68 -2.13 -0.75
C -1.95 -2.35 -0.20
C -2.59 -1.58 0.77
C -3.86 -1.94 1.16
C -4.50 -3.06 0.63
C -3.87 -3.85 -0.30
C -2.58 -3.49 -0.71
H 0.55 -3.09 -2.14
H -2.09 -0.73 1.21
H -4.36 -1.34 1.92
H -5.50 -3.32 0.96
H -4.34 -4.74 -0.71
O 0.49 -1.21 1.57
Si 0.68 -2.18 2.82
C 2.04 -1.73 4.03
C 2.25 -0.38 4.33
C 3.10 0.01 5.35
C 3.79 -0.95 6.09
C 3.61 -2.30 5.79
C 2.75 -2.67 4.77
C -0.91 -2.09 3.83
C -1.17 -2.99 4.87
C -2.33 -2.89 5.63
C -3.24 -1.87 5.37
C -2.99 -0.96 4.35
C -1.83 -1.07 3.59
C 0.88 -3.95 2.22
C -0.25 -4.72 1.93
C -0.15 -5.98 1.35
C 1.10 -6.50 1.04
C 2.24 -5.76 1.32
C 2.13 -4.50 1.90
H 1.71 0.38 3.78
H 3.23 1.06 5.58
H 4.45 -0.65 6.89
H 4.14 -3.05 6.36
H 2.60 -3.73 4.58
H -0.47 -3.79 5.08
H -2.51 -3.59 6.43
H -4.14 -1.79 5.97
H -3.69 -0.16 4.16
H -1.62 -0.34 2.82
H -1.23 -4.32 2.17
H -1.05 -6.55 1.15
H 1.18 -7.48 0.59
H 3.22 -6.16 1.08
H 3.03 -3.93 2.10
N 2.13 1.58 1.28
C 1.97 0.93 0.30
```

Here are the Mulliken charges for atoms 1 to 99, given in e: Ir 1.1864; Se -0.0031; P 0.5221; Se -0.1432; C 0.6503; C -0.5701; C -0.6458; C -0.4372; C -0.7292; C -0.3159; C 0.4506; C -0.5767; C -0.7175; C -0.4726; C -0.6410; C -0.2389; H 0.3855; H 0.4066; H 0.3831; H 0.4276; H 0.2632; H 0.3952; H 0.4281; H 0.4074; H 0.4282; H 0.3239; Se -0.3037; P 1.2984; C 0.3102; C -0.2305; C -0.7428; C -0.5646; C -0.6657; C -0.4748; C 0.0371; C -0.4314; C -0.6490; C -0.4687; C -0.8486; C -0.1634; C 0.3880; C -1.1619; N 0.7789; N -0.5712; N -0.8782; P 1.5435; Se -0.3280; C 0.7325; C -0.7631; C -0.9063; C -0.7327; C -0.8650; C 0.2448; C 0.8531; C -0.3398; C -0.8839; C -0.5547; C -0.9358; C -0.4184; H 0.3344; H 0.4514; H 0.3775; H 0.4035; H 0.4034; H 0.3173; H 0.4264; H 0.4106; H 0.4209; H 0.4578; H 0.5432; H 0.4349; H 0.4212; H 0.5380; H 0.0753; H 0.3302; H 0.4928; H 0.4204; H 0.4206; H 0.2794; S -0.3080; C -0.2355; N 0.8181; C -0.2961; C 0.4220; C -1.2979; C -0.8751; C -0.8562; C 1.4728; H 0.2675; H -0.7515; H 0.5625; H 0.4472; H 0.5356; O 1.5550; Si -1.3389; C 0.7408; C -0.4380; C -0.7551; C -0.4986